--- i ---
Computed, not measured: a cluster of 2 separate species, C11H14N2 in total, with the ωB97M-V functional and the def2-TZVPD basis.

Highest occupied orbital energy ... -8.5 eV
HOMO-LUMO gap ... 9.31 eV
Structure (SMILES) ... Cc1c[nH]cn1.Cc1ccccc1

Last column: natural (NBO) charge in e.
Cartesian coordinates (Å):
C  -3.25105  2.39974  -1.29828  -0.643
C  -2.74262  1.15724  -1.89295  0.099
C  -2.76732  -0.23216  -1.56473  -0.138
N  -1.98545  -0.76766  -2.58593  -0.511
C  -1.60639  0.15004  -3.48950  0.161
N  -2.08802  1.28740  -3.11460  -0.473
H  -2.51183  3.17338  -0.96414  0.225
H  -3.85978  2.11186  -0.38388  0.209
H  -3.75647  3.03293  -1.97530  0.234
H  -3.23121  -0.66644  -0.72171  0.225
H  -1.94985  -1.76351  -2.70992  0.407
H  -0.94157  0.05377  -4.31758  0.207
C  0.60803  0.96159  1.98789  -0.645
C  1.63658  -0.08209  1.86711  -0.018
C  2.71163  0.08971  1.00863  -0.216
C  3.57031  -0.97031  0.70794  -0.204
C  3.30995  -2.22979  1.17470  -0.222
C  2.42170  -2.38626  2.23496  -0.208
C  1.63379  -1.31354  2.61905  -0.221
H  -0.20961  0.70411  1.29285  0.229
H  0.79489  2.02716  1.72279  0.228
H  0.28657  0.95668  3.10798  0.218
H  2.65624  1.06228  0.51420  0.211
H  4.43924  -0.94585  0.07208  0.214
H  3.62581  -3.06263  0.59567  0.211
H  2.44097  -3.26021  2.85441  0.214
H  0.76545  -1.48743  3.25824  0.207

***

--- ii ---
Computed, not measured: an isolated molecule of C11H14N2, with the ωB97M-V functional and the def2-TZVPD basis.

Highest occupied orbital energy ... -7.6 eV
HOMO-LUMO gap ... 8.47 eV
Structure (SMILES) ... [H]/N=C/[C@H]1Nc2ccccc2C1(C)C

Last column: natural (NBO) charge in e.
Cartesian coordinates (Å):
H  1.68389  -3.58422  2.26509  0.343
N  1.53559  -3.06314  1.33286  -0.598
C  0.76687  -2.10326  1.30228  0.115
C  0.52801  -1.46435  -0.00498  -0.103
N  -0.87647  -1.50302  -0.31148  -0.603
C  -1.39884  -0.23733  -0.37982  0.200
C  -2.77800  0.06207  -0.65941  -0.266
C  -3.12319  1.37753  -0.77179  -0.184
C  -2.10930  2.37453  -0.56188  -0.261
C  -0.78716  2.05804  -0.30655  -0.160
C  -0.38346  0.70468  -0.17950  -0.118
C  0.94524  0.10777  -0.06129  -0.019
C  2.02544  0.27246  -1.28694  -0.586
C  1.69078  0.64536  1.17797  -0.612
H  0.15357  -1.73566  2.06448  0.152
H  1.01391  -2.04225  -0.84948  0.216
H  -1.42335  -2.21842  0.20092  0.382
H  -3.30087  -0.92478  -0.87541  0.221
H  -4.15223  1.65311  -0.92591  0.217
H  -2.29651  3.34784  -0.81298  0.206
H  -0.02055  2.79454  -0.16526  0.204
H  2.97071  -0.07001  -1.04342  0.209
H  2.06948  1.25719  -1.48250  0.199
H  1.72405  -0.09480  -2.25278  0.209
H  2.67802  0.22601  1.42114  0.219
H  1.18153  0.38557  2.01997  0.202
H  1.68283  1.77454  1.14667  0.215

***

Pick i: it beats the second-best structure by 24.1 kJ/mol.

***

--- i ---
Computed, not measured: an isolated molecule of C5H13NS, with the ωB97M-V functional and the def2-TZVPD basis.

Highest occupied orbital energy ... -8.7 eV
HOMO-LUMO gap ... 9.71 eV
Structure (SMILES) ... CCCNCCS

Last column: natural (NBO) charge in e.
Cartesian coordinates (Å):
C  -2.44364  -0.85455  -1.13514  -0.618
C  -2.17495  -0.74525  0.35486  -0.398
C  -0.66496  -0.82890  0.76440  -0.207
N  0.10027  0.17319  0.02207  -0.653
C  1.56329  0.23327  0.32589  -0.233
C  2.14903  1.46279  -0.33646  -0.483
S  3.93678  1.66246  0.18331  -0.076
H  -1.99836  -0.02669  -1.68995  0.196
H  -1.93698  -1.70699  -1.59639  0.204
H  -3.50777  -0.79824  -1.36657  0.218
H  -2.62952  0.16482  0.73860  0.209
H  -2.49363  -1.66866  0.86294  0.202
H  -0.20892  -1.81341  0.63443  0.163
H  -0.64798  -0.48260  1.79702  0.191
H  -0.05858  0.16032  -0.97298  0.350
H  1.99568  -0.63329  -0.17027  0.180
H  1.60944  0.36351  1.40642  0.196
H  2.07188  1.31432  -1.41070  0.218
H  1.62611  2.32716  0.06453  0.222
H  3.71282  1.69674  1.52397  0.121

***

--- ii ---
Computed, not measured: a cluster of 2 separate species, C5H13NS in total, with the ωB97M-V functional and the def2-TZVPD basis.

Highest occupied orbital energy ... -8.1 eV
HOMO-LUMO gap ... 9.03 eV
Structure (SMILES) ... C=C(C)C.CSN

Last column: natural (NBO) charge in e.
Cartesian coordinates (Å):
C  -1.37357  -1.49059  -0.02940  -0.429
C  -1.69768  -0.25172  0.06795  0.053
C  -1.83381  0.70931  -1.07054  -0.670
C  -1.82054  0.32302  1.39762  -0.645
H  -1.07762  -1.88369  -0.94912  0.174
H  -1.39653  -2.07711  0.77499  0.190
H  -2.29352  0.24683  -1.92211  0.228
H  -2.25060  1.70544  -0.75849  0.220
H  -0.77281  1.09187  -1.18820  0.230
H  -0.82367  0.67115  1.60403  0.226
H  -2.51548  1.11175  1.44386  0.205
H  -2.09823  -0.43551  2.13970  0.213
C  3.20986  0.34307  0.74948  -0.746
S  1.48104  0.09358  0.35240  0.305
N  1.71051  -0.54555  -1.35290  -0.966
H  3.39922  1.20903  1.34838  0.226
H  3.56698  0.49291  -0.24345  0.222
H  3.64368  -0.51541  1.18140  0.215
H  2.10049  0.17439  -1.94619  0.367
H  0.84228  -0.97278  -1.59942  0.381

***

--- iii ---
Computed, not measured: a cluster of 2 separate species, C5H13NS in total, with the ωB97M-V functional and the def2-TZVPD basis.

Highest occupied orbital energy ... -7.5 eV
HOMO-LUMO gap ... 8.29 eV
Structure (SMILES) ... C/C=C/N.CCS

Last column: natural (NBO) charge in e.
Cartesian coordinates (Å):
C  1.88467  2.02344  -2.26460  -0.621
C  1.16809  1.34127  -1.13743  -0.322
C  0.81271  1.99204  -0.02862  0.016
N  0.25122  1.44947  1.10932  -0.844
H  2.22585  3.03267  -2.02848  0.204
H  2.79634  1.47836  -2.54527  0.202
H  1.31644  2.08374  -3.19740  0.199
H  1.00213  0.27919  -1.27159  0.184
H  0.98892  3.06120  0.02184  0.180
H  0.18625  2.03656  1.91816  0.379
H  0.28101  0.45088  1.26818  0.393
C  -2.51663  -2.08757  1.13056  -0.623
C  -1.13310  -2.15010  0.49929  -0.495
S  0.14093  -1.82302  1.77737  -0.066
H  -2.82762  -1.06498  1.34174  0.216
H  -2.55989  -2.68324  2.04177  0.215
H  -3.23221  -2.51614  0.42515  0.218
H  -0.93349  -3.13846  0.08621  0.216
H  -1.02765  -1.39491  -0.27386  0.214
H  1.17605  -2.37039  1.12767  0.132

***

--- iv ---
Computed, not measured: an isolated molecule of C5H13NS, with the ωB97M-V functional and the def2-TZVPD basis.

Highest occupied orbital energy ... -8.8 eV
HOMO-LUMO gap ... 9.66 eV
Structure (SMILES) ... CNCCCCS

Last column: natural (NBO) charge in e.
Cartesian coordinates (Å):
C  2.60270  2.54518  -1.52643  -0.425
N  1.28614  1.87201  -1.47398  -0.631
C  1.12467  1.12082  -0.26767  -0.219
C  -0.29938  0.52735  -0.03232  -0.410
C  -0.57418  -0.86731  -0.63835  -0.433
C  -0.56882  -1.94858  0.43907  -0.478
S  -1.94386  -1.66686  1.70758  -0.095
H  2.45480  3.47053  -0.95371  0.197
H  3.44309  1.92034  -1.21598  0.172
H  2.73280  2.96950  -2.52450  0.200
H  1.24944  1.33794  -2.33417  0.352
H  2.06189  0.48652  -0.13656  0.150
H  1.20709  1.68854  0.66995  0.190
H  -0.93395  1.25327  -0.49837  0.220
H  -0.41504  0.57441  1.04717  0.217
H  -1.53408  -0.76417  -1.15156  0.211
H  0.09756  -1.19458  -1.45714  0.210
H  0.45441  -2.16153  0.97978  0.222
H  -0.82048  -2.88954  -0.02222  0.210
H  -0.99454  -1.83696  2.75650  0.142

***

Pick iii: it beats the second-best structure by 9.8 kJ/mol.

***

--- i ---
Computed, not measured: a cluster of 2 separate species, CH7N3O in total, with the ωB97M-V functional and the def2-TZVPD basis.

Highest occupied orbital energy (alpha / beta) ... -7.6 / -7.6 eV
HOMO-LUMO gap (alpha / beta) ... 8.22 / 8.22 eV

Last column: natural (NBO) charge in e.
Cartesian coordinates (Å):
C  -0.05050  -1.10489  -0.82557  -0.003
N  0.67008  -0.12120  1.06852  -0.598
N  0.14184  0.15929  -1.21397  -0.419
N  -1.06649  0.91887  -1.19845  -0.665
O  0.60169  0.06569  2.48744  -0.596
H  -0.13960  0.67038  2.61264  0.453
H  1.46701  -0.76503  1.02543  0.315
H  0.83381  0.59079  -0.47937  0.408
H  -1.34983  1.03296  -0.22353  0.346
H  -0.85723  1.83579  -1.57752  0.359
H  0.80190  -1.76927  -0.85545  0.195
H  -1.05269  -1.51337  -0.82015  0.206

***

--- ii ---
Computed, not measured: a cluster of 2 separate species, CH7N3O in total, with the ωB97M-V functional and the def2-TZVPD basis.

Highest occupied orbital energy ... -9.4 eV
HOMO-LUMO gap ... 9.50 eV
Structure (SMILES) ... NCN=O.N

Last column: natural (NBO) charge in e.
Cartesian coordinates (Å):
N  -2.96627  0.09016  0.63071  -0.867
C  -2.05832  0.04725  -0.44146  -0.155
N  -0.66105  -0.30985  -0.29451  0.141
O  -0.34840  -0.62187  0.82394  -0.304
H  -2.44491  0.16887  1.58169  0.376
H  -3.61190  -0.65628  0.89653  0.385
H  -2.11727  0.95438  -0.98879  0.207
H  -2.28948  -0.76673  -1.18833  0.217
N  4.23424  -0.21004  -0.22109  -1.101
H  4.48467  -0.34962  -1.21904  0.356
H  3.14185  -0.29472  -0.23842  0.378
H  4.66040  0.62581  0.11718  0.367

***

Pick ii: it beats the second-best structure by 236.9 kJ/mol.